Entry from the Open Molecules 2025 dataset: a molecular structure, C3H3O2Tm in a non-equilibrium geometry (ωB97M-V with the def2-TZVPD basis set).

```
! wB97M-V def2-TZVPD RIJCOSX def2/J DEFGRID3
* xyz 1 4
O 0.101 2.165 -0.582
O 1.367 0.891 0.583
C 0.665 1.253 -1.452
C 1.160 0.202 -0.648
C 0.330 1.764 0.711
H 0.783 1.513 -2.498
H -0.068 -0.714 0.055
Tm -1.514 -0.736 1.611
H 2.073 -0.318 -0.961
*
```

The LUMO energy (alpha / beta) is -4.5 / -6.3 eV. The value obtained for the HOMO energy (alpha / beta) is -11.4 / -12.4 eV. The HOMO-LUMO gap (alpha / beta) is 6.93 / 6.05 eV. The value obtained for the calculated total energy is -1351.218823 a.u.

Mulliken population analysis, charges in e, atoms 1 to 5: number 1, O, carries -0.11; number 2, O, carries -0.07; number 3, C, carries 0.28; number 4, C, carries -0.45; number 5, C, carries -0.11